(1)
A molecular structure, C30H26Cl2CoN6OSSe, computed with ωB97M-V/def2-TZVPD.

Structure (XYZ):
```
68
Properties=species:S:1:pos:R:3
Co -0.862 -1.007 0.257
O -1.801 0.693 -0.576
C -3.030 1.055 -1.219
C -4.051 -0.033 -0.974
C -3.622 -1.390 -1.571
C -3.549 -2.478 -0.539
C -4.374 -3.592 -0.583
C -4.268 -4.552 0.411
C -3.343 -4.367 1.423
C -2.552 -3.231 1.396
N -2.652 -2.305 0.439
H -1.029 1.067 -1.030
H -2.851 1.177 -2.291
H -3.371 2.008 -0.810
H -4.999 0.292 -1.408
H -4.214 -0.121 0.101
H -2.631 -1.298 -2.025
H -4.303 -1.691 -2.367
H -5.083 -3.703 -1.393
H -4.899 -5.431 0.393
H -3.223 -5.088 2.220
H -1.805 -3.040 2.157
S 2.756 5.491 1.841
C 2.211 3.961 1.132
C 2.884 3.387 0.068
C 2.451 2.195 -0.471
N 1.361 1.559 0.021
C 0.702 2.098 1.083
C 1.107 3.282 1.640
C 1.363 6.522 1.438
C 0.891 7.426 2.377
C -0.171 8.249 2.025
N -0.777 8.212 0.843
C -0.313 7.335 -0.048
C 0.751 6.481 0.192
H 3.753 3.868 -0.360
H 2.933 1.714 -1.308
H -0.117 1.494 1.439
H 0.560 3.668 2.489
H 1.330 7.485 3.364
H -0.558 8.964 2.743
H -0.814 7.319 -1.010
H 1.089 5.800 -0.578
Cl -0.005 -0.070 -3.308
C 1.448 -0.696 -2.581
C 2.227 -1.566 -3.320
C 3.373 -2.093 -2.753
C 3.724 -1.761 -1.455
C 2.923 -0.900 -0.729
Cl 3.315 -0.582 0.925
C 1.758 -0.328 -1.269
N 0.858 0.419 -0.489
H 1.927 -1.827 -4.325
H 3.989 -2.781 -3.317
H 4.598 -2.191 -0.985
Se -0.084 -1.028 2.607
N 0.155 -2.478 -0.313
C 0.811 -3.399 0.253
C 1.339 -4.515 -0.558
C 2.037 -5.534 -0.045
C 2.328 -5.588 1.376
C 1.904 -4.622 2.200
C 1.131 -3.457 1.742
N 0.848 -2.630 2.683
H 1.104 -4.453 -1.614
H 2.393 -6.336 -0.681
H 2.902 -6.423 1.759
H 2.116 -4.640 3.262
```

As for the spin multiplicity: 4. For the energy above the lowest of the compared OMol25 structures with the same formula, charge and spin, the calculation gives 0.0 kJ/mol. As for the HOMO-LUMO gap (spin up / spin down): 5.747 / 6.045 eV. The calculation puts the HOMO energy (spin up / spin down) at -6.21 / -6.51 eV. The LUMO energy (spin up / spin down) comes out at -0.459 / -0.462 eV. As for the expectation value of S²: 3.77.

Results of the Löwdin charge analysis, in e, for atoms 1 through 8:
1. Co 0.37
2. O -0.18
3. C -0.22
4. C -0.16
5. C -0.12
6. C -0.27
7. C -0.02
8. C -0.06



(2)
14 unconnected molecules or ions with the total composition H27O14 at a distorted geometry, computed with ωB97M-V/def2-TZVPD.

Structure (XYZ):
```
41
Properties=species:S:1:pos:R:3
O 4.564 -1.002 -0.371
H 4.065 -0.608 -1.118
O -3.757 -2.945 0.551
H -3.691 -2.685 -0.381
H -3.675 -2.080 0.985
O -0.879 0.145 2.175
H 0.137 1.114 0.725
H -0.699 -0.781 2.399
O 2.361 -2.378 0.510
H 2.686 -2.980 1.183
H 3.081 -2.007 -0.058
O 2.280 2.189 -0.739
H 4.011 1.829 -0.480
H 2.029 2.952 -0.215
O -3.035 -0.206 0.982
H -2.101 -0.063 1.485
H -3.690 0.412 1.304
O -3.626 0.418 -1.467
H -3.340 0.147 -0.537
H -4.362 1.033 -1.496
O 0.117 2.088 0.651
H -0.208 2.393 1.497
H 1.907 1.400 -0.359
O -0.198 -0.753 -0.468
H 0.182 -1.616 -0.185
H -0.884 -0.645 0.227
O -0.697 1.325 4.455
H -0.756 0.850 3.555
H -1.597 1.524 4.717
O 2.864 -0.016 -2.657
H 1.920 -0.186 -2.505
H 2.803 0.947 -2.687
O 4.615 1.543 0.245
H 4.248 1.891 1.053
H 4.978 -0.238 0.076
O -4.102 -2.154 -2.081
H -3.212 -2.228 -1.755
H -4.273 -1.216 -2.263
O 0.063 1.027 -2.624
H -0.581 0.334 -2.547
H 0.454 1.230 -1.779
```

As for the spin multiplicity: 1. For the energy above the lowest of the compared OMol25 structures with the same formula, charge and spin, the calculation gives 135.1 kJ/mol. As for the HOMO-LUMO gap: 9.443 eV. The calculation puts the HOMO energy at -6.69 eV. As for the net charge: -1. The LUMO energy comes out at 2.750 eV.

Results of the Löwdin charge analysis, in e, for atoms 1 through 8:
1. O -0.10
2. H 0.01
3. O -0.09
4. H -0.03
5. H 0.00
6. O -0.33
7. H 0.01
8. H 0.02



(3)
2 unconnected molecules or ions with the total composition C2H7N4O at a distorted geometry, computed with ωB97M-V/def2-TZVPD.

Structure (XYZ):
```
14
Properties=species:S:1:pos:R:3
C -1.428 -0.015 0.123
C 2.979 0.320 -0.024
N 2.325 1.313 0.031
N -0.827 -1.141 0.199
N 0.558 -1.172 -0.040
N -0.771 1.060 -0.123
O 3.357 -0.735 0.059
H -2.473 0.020 0.160
H 0.903 -2.064 0.183
H 2.334 2.153 -0.478
H -1.409 -2.005 0.218
H 0.684 -0.824 -0.977
H -1.225 1.986 -0.119
H 0.184 1.029 0.118
```

As for the spin multiplicity: 1. For the energy above the lowest of the compared OMol25 structures with the same formula, charge and spin, the calculation gives 122.7 kJ/mol. As for the HOMO-LUMO gap: 11.469 eV. The calculation puts the HOMO energy at -14.71 eV. As for the net charge: +1. The LUMO energy comes out at -3.241 eV.

Results of the Löwdin charge analysis, in e, for atoms 1 through 8:
1. C -0.16
2. C -0.44
3. N 0.19
4. N 0.01
5. N 0.10
6. N 0.20
7. O 0.22
8. H 0.15



(4)
A molecular structure, C3H9Ag3ClO4P at a distorted geometry, computed with ωB97M-V/def2-TZVPD.

Structure (XYZ):
```
21
Properties=species:S:1:pos:R:3
Ag -15.414 20.509 -4.683
Ag -16.984 17.220 -5.146
Ag -17.462 19.689 -7.865
Cl -15.164 18.548 -6.730
C -11.324 18.588 -6.598
O -10.925 19.162 -5.365
P -11.751 18.875 -4.014
O -13.127 19.409 -3.970
O -11.587 17.334 -3.658
C -12.456 16.300 -4.215
O -10.811 19.598 -2.963
C -9.403 19.265 -2.902
H -11.528 19.314 -7.388
H -12.290 18.071 -6.557
H -10.570 17.905 -6.982
H -12.745 15.761 -3.317
H -11.802 15.679 -4.825
H -13.249 16.713 -4.834
H -9.154 19.307 -1.842
H -8.871 20.008 -3.487
H -9.224 18.223 -3.166
```

As for the spin multiplicity: 1. For the energy above the lowest of the compared OMol25 structures with the same formula, charge and spin, the calculation gives 32.6 kJ/mol. As for the HOMO-LUMO gap: 6.198 eV. The calculation puts the HOMO energy at -16.00 eV. As for the net charge: +2. The LUMO energy comes out at -9.805 eV.

Results of the Löwdin charge analysis, in e, for atoms 1 through 8:
1. Ag 0.72
2. Ag 0.71
3. Ag 0.73
4. Cl -0.17
5. C -0.11
6. O -0.19
7. P 0.38
8. O -0.32



(5)
A molecular structure, C53H38Cl3F9GeN8PRbS4 at a distorted geometry, computed with ωB97M-V/def2-TZVPD.

Structure (XYZ):
```
118
Properties=species:S:1:pos:R:3
Rb -0.899 1.238 -0.488
C -2.474 -5.388 -1.596
S -1.224 -4.534 -2.633
C -1.812 -2.851 -2.510
S -3.112 -2.492 -1.399
N -1.227 -2.087 -3.352
N -1.707 -0.759 -3.143
C -1.653 -0.104 -4.211
C -1.967 1.367 -4.389
C -1.969 1.918 -5.652
C -2.147 3.295 -5.777
C -2.250 4.045 -4.640
C -2.301 3.405 -3.403
N -2.141 2.087 -3.269
H -2.280 -6.445 -1.776
H -3.494 -5.117 -1.925
H -2.314 -5.176 -0.550
H -1.295 -0.669 -5.072
H -1.815 1.258 -6.508
H -2.130 3.780 -6.741
H -2.337 5.120 -4.678
H -2.415 3.952 -2.479
C 3.136 2.708 1.446
C 2.161 3.830 1.537
N 0.967 3.786 1.068
C 0.299 4.935 1.289
C 0.976 5.898 2.004
S 2.557 5.340 2.315
C -1.058 5.113 0.809
C -1.701 6.302 0.825
S -3.270 6.140 0.162
C -2.961 4.462 -0.048
N -1.768 4.081 0.277
C -4.073 3.579 -0.570
H 2.746 1.930 0.788
H 3.370 2.254 2.413
H 4.079 3.061 1.046
H 0.642 6.901 2.298
H -1.304 7.237 1.144
H -4.797 4.163 -1.128
H -4.559 3.113 0.300
H -3.715 2.744 -1.149
N -6.405 -2.786 8.385
C -5.879 -2.414 7.445
C -5.166 -1.907 6.290
C -4.697 -0.604 6.298
C -3.974 -0.119 5.222
C -3.750 -0.890 4.094
C -4.240 -2.199 4.064
C -4.927 -2.697 5.185
C -3.016 -0.306 2.888
C -3.803 -0.196 1.722
C -5.242 -0.314 1.714
C -5.602 -0.146 0.415
C -4.420 0.033 -0.325
N -3.343 0.042 0.466
C -1.686 -0.030 3.155
C -1.003 -0.321 4.377
C 0.247 0.218 4.277
C 0.278 0.842 2.991
N -0.840 0.692 2.308
H -4.817 -0.005 7.186
H -3.519 0.855 5.277
H -4.029 -2.815 3.226
H -5.229 -3.738 5.178
H -5.855 -0.574 2.555
H -6.618 -0.227 0.013
H -4.319 0.232 -1.381
H -1.403 -0.833 5.225
H 1.029 0.223 5.035
H 1.081 1.432 2.607
Cl 3.473 4.270 -1.952
Ge 1.323 3.629 -2.365
Cl 0.494 5.754 -2.494
Cl 1.475 3.256 -4.658
F 9.271 -0.608 0.138
C 8.683 -0.172 -0.991
F 9.137 -0.970 -1.971
F 9.148 1.070 -1.248
C 7.168 -0.250 -0.893
C 6.365 0.890 -0.982
C 4.973 0.783 -0.889
C 4.345 -0.445 -0.775
C 5.140 -1.596 -0.718
C 6.534 -1.524 -0.776
P 2.523 -0.517 -0.757
C 2.237 -1.611 -2.197
C 1.981 -0.933 -3.395
C 1.857 -1.610 -4.572
C 2.019 -3.012 -4.612
C 2.334 -3.694 -3.424
C 2.363 -3.007 -2.225
C 1.887 -3.713 -5.927
F 0.734 -3.331 -6.547
F 1.828 -5.044 -5.773
F 2.884 -3.452 -6.809
C 2.222 -1.617 0.683
C 3.091 -1.689 1.765
C 2.725 -2.389 2.906
C 1.479 -2.949 3.046
C 0.569 -2.830 2.003
C 0.949 -2.175 0.826
C 1.178 -3.705 4.328
F 2.002 -4.785 4.436
F 1.309 -2.973 5.440
F -0.042 -4.229 4.359
H 6.810 1.847 -1.186
H 4.365 1.673 -0.905
H 4.675 -2.579 -0.650
H 7.118 -2.427 -0.700
H 1.870 0.157 -3.430
H 1.568 -1.060 -5.467
H 2.434 -4.755 -3.433
H 2.582 -3.541 -1.294
H 4.055 -1.200 1.703
H 3.448 -2.549 3.708
H -0.434 -3.202 2.124
H 0.232 -2.053 0.022
```

As for the spin multiplicity: 2. For the energy above the lowest of the compared OMol25 structures with the same formula, charge and spin, the calculation gives 0.0 kJ/mol. As for the HOMO-LUMO gap (spin up / spin down): 6.776 / 4.488 eV. The calculation puts the HOMO energy (spin up / spin down) at -5.21 / -5.15 eV. As for the net charge: -1. The LUMO energy (spin up / spin down) comes out at 1.565 / -0.661 eV. As for the expectation value of S²: 0.75.

Results of the Löwdin charge analysis, in e, for atoms 1 through 8:
1. Rb 0.39
2. C -0.44
3. S 0.84
4. C -1.07
5. S 0.83
6. N -0.07
7. N -0.01
8. C -0.09